(1)
9 unconnected molecules or ions with the total composition C23H49Cl4N3O10, computed with ωB97M-V with the def2-TZVPD basis set.

Structure (XYZ):
```
89
Properties=species:S:1:pos:R:3
Cl -3.532 1.885 -4.555
Cl -2.840 -2.006 -1.581
Cl -1.879 -3.692 2.319
Cl -6.482 -1.258 -5.096
O 1.136 1.497 4.964
O 2.247 -0.300 4.435
O -4.648 4.409 -0.463
O -0.664 0.470 -0.412
O -5.873 2.911 -1.386
O 5.528 -1.527 -3.586
O 0.266 -4.251 -1.667
O 3.859 -0.869 1.290
O 3.725 -1.520 -4.772
O -1.959 1.930 3.268
N 1.595 0.711 4.143
N 4.920 -1.554 -4.656
N -5.399 3.464 -0.433
C -2.364 3.372 5.108
C 1.304 0.886 2.649
C 2.028 -2.869 -2.372
C 1.933 -2.892 -0.860
C 0.646 2.161 -1.470
C 4.860 0.094 1.697
C -4.557 0.590 -5.269
C -1.930 3.253 2.715
C 5.096 -1.707 3.170
C 1.154 -4.162 -0.491
C -5.867 3.040 0.974
C -2.078 -2.405 1.048
C -2.223 1.930 4.680
C 5.805 -1.766 -5.792
C -5.358 -0.169 -4.243
C 3.983 -1.998 2.144
C -2.505 -3.137 -0.244
C -2.542 4.169 3.795
C 5.941 -0.696 2.383
C -0.813 2.625 -1.306
C 0.666 -3.408 -2.770
C -1.547 1.397 -0.959
C 0.643 0.694 -0.954
H 4.637 -1.217 4.034
H -3.438 -3.644 -0.040
H 1.390 -1.988 -0.505
H -3.062 1.270 4.857
H 4.260 -2.893 1.605
H 1.695 1.854 2.287
H 5.231 -2.391 -6.507
H 1.309 2.815 -0.862
H -1.722 -3.830 -0.528
H -1.980 0.845 -1.895
H 5.588 -2.559 3.537
H -1.168 3.268 -2.120
H -2.543 3.139 1.822
H -5.571 1.974 0.905
H 0.674 -4.011 -3.700
H -5.321 3.551 1.752
H 6.451 -1.310 1.614
H 1.331 0.336 -0.179
H -0.081 -2.592 -2.846
H -3.859 0.040 -5.903
H -5.166 0.990 -6.035
H 0.650 -4.069 0.417
H -1.314 1.501 5.168
H -5.900 0.646 -3.682
H 4.435 0.816 2.366
H -0.897 3.355 -0.484
H 2.353 -1.899 -2.780
H 2.950 -2.847 -0.476
H 0.947 2.077 -2.496
H 0.190 0.804 2.627
H 1.762 -5.053 -0.510
H -3.587 4.273 3.540
H -3.338 3.468 5.755
H 1.854 0.168 2.113
H 5.270 0.527 0.743
H -1.441 3.683 5.613
H -2.795 -1.679 1.421
H -2.090 5.144 3.838
H 2.943 -2.161 2.650
H -2.361 1.471 -0.207
H -6.935 3.021 1.036
H 6.732 -2.176 -5.365
H -1.131 -1.943 0.886
H 2.839 -3.536 -2.675
H 0.790 0.046 -1.815
H -0.899 3.429 2.462
H 6.025 -0.860 -6.338
H 6.743 -0.328 3.058
H -4.725 -0.826 -3.603
```

Gap between HOMO and LUMO: 9.30 eV
M: 669.47 g/mol
E_tot: -99669.211 eV
Structure (SMILES): C[N+](=O)[O-].C[N+](=O)[O-].C[N+](=O)[O-].C1CCOC1.C1CCOC1.C1CCOC1.C1CCOC1.ClCCCl.ClCCCl
LUMO: 0.00 eV



(2)
A molecular structure, C27H28BrCrN3O2P2, computed with ωB97M-V with the def2-TZVPD basis set.

Structure (XYZ):
```
64
Properties=species:S:1:pos:R:3
Br -2.281 1.162 3.516
Cr 0.219 0.392 0.632
P 0.142 2.837 0.513
P 0.640 0.597 -1.692
O 2.046 0.371 1.040
O 3.627 -0.391 2.431
N 0.217 0.135 2.803
N -2.531 1.288 -0.578
N -1.791 0.362 0.125
C -0.303 -0.433 -2.813
C 1.826 3.393 0.794
C 0.264 -2.818 0.082
C -0.141 2.724 -3.543
C 1.771 -6.251 0.108
C 0.918 -6.868 -0.804
C -2.610 -0.681 0.301
C 0.057 2.302 -2.215
C -3.847 -0.444 -0.244
C -0.509 4.584 -1.529
C -0.779 -0.002 3.686
C -3.746 0.786 -0.860
C 2.328 0.614 -2.278
C -0.651 4.987 -2.865
C 1.346 -0.478 3.122
C -0.113 3.276 -1.231
C 0.478 -1.567 4.980
C -0.416 -4.898 -1.008
C -0.485 4.042 -3.864
C 1.560 -4.905 0.405
C -0.175 -6.205 -1.328
C -0.702 -0.879 4.771
C 0.449 -4.232 -0.148
C 1.552 -1.318 4.181
C 2.449 -0.170 2.154
C -0.783 4.039 1.559
C 0.157 -1.632 0.384
H -0.454 5.064 1.364
H 0.045 2.140 -4.400
H 0.105 -1.440 -2.952
H -4.457 1.338 -1.438
H 1.102 -7.868 -1.092
H -1.292 -0.562 -2.354
H -0.515 3.812 2.612
H 2.464 2.855 0.075
H -1.858 3.827 1.440
H -4.763 -1.076 -0.150
H -0.895 6.041 -3.086
H 0.538 -2.174 5.869
H 2.742 -0.357 -2.010
H 2.373 0.692 -3.388
H -1.214 -4.412 -1.567
H 2.893 1.388 -1.741
H 2.061 3.057 1.803
H 2.637 -6.770 0.550
H -1.496 -0.982 5.468
H -2.243 -1.484 0.899
H -2.013 1.996 -1.101
H 2.217 -4.382 1.102
H -0.825 -6.760 -1.959
H 1.919 4.495 0.628
H -0.630 4.384 -4.859
H -0.329 -0.009 -3.799
H -0.826 5.260 -0.729
H 2.534 -1.794 4.228
```

Gap between HOMO and LUMO (spin up / spin down): 7.56 / 7.52 eV
Energy relative to the best compared isomer or geometry (same formula, charge and spin): 13.9 kcal per mole
M: 620.39 g/mol
E_tot: -154055.328 eV
Net charge: +1
LUMO (spin up / spin down): -2.82 / -3.00 eV
Multiplicity: 4



(3)
A gas-phase ion, C3H9N2 (charge +1), computed with ωB97M-V with the def2-TZVPD basis set.

Structure (XYZ):
```
14
Properties=species:S:1:pos:R:3
N 1.192 -2.106 0.927
N -0.161 -0.450 0.114
C -0.695 1.455 -1.325
C 0.755 -0.858 0.940
C -0.683 0.886 0.096
H 0.741 -2.824 0.374
H -0.704 -1.115 -0.427
H -0.056 1.548 0.752
H -1.678 1.435 -1.812
H 1.934 -2.516 1.473
H -0.395 2.506 -1.248
H 1.345 -0.204 1.586
H -1.598 1.217 0.591
H 0.003 1.026 -2.042
```

Gap between HOMO and LUMO: 11.44 eV
Energy relative to the best compared isomer or geometry (same formula, charge and spin): 13.5 kcal per mole
M: 73.12 g/mol
E_tot: -6230.463 eV
Net charge: +1
Structure (SMILES): CCNC=[NH2+]
LUMO: -3.79 eV



(4)
A molecular structure, C31H55BrNP3Pt, computed with ωB97M-V with the def2-TZVPD basis set.

Structure (XYZ):
```
92
Properties=species:S:1:pos:R:3
Pt 0.334 -0.723 -0.343
Br 0.633 -1.480 3.119
P -0.445 -2.867 -0.103
P -0.164 1.179 2.057
P 2.508 -0.798 0.022
N -5.738 4.643 -4.080
C -5.447 4.764 -2.753
C 0.900 1.477 3.544
C -0.188 1.433 -0.068
C -4.487 3.903 -2.144
C -4.109 2.841 -4.266
C -2.186 -3.020 -0.653
C 4.640 -1.542 1.976
C -1.833 1.362 -3.004
C -2.757 2.023 -2.262
C -1.847 0.882 4.346
C -1.133 -5.383 0.808
C 0.436 0.655 -2.355
C -1.747 0.657 2.836
C 3.516 -1.937 1.017
C 5.015 0.934 -0.148
C 0.820 1.311 -1.099
C 2.974 -0.842 -1.791
C -1.536 -0.197 -1.395
C -5.088 3.721 -4.829
C -0.933 0.433 -2.514
C -0.928 3.864 2.736
C -3.772 2.915 -2.883
C -3.169 -2.467 0.386
C 2.299 2.038 3.354
C 0.492 -3.576 -1.527
C -0.434 2.940 1.653
C 3.544 0.886 0.202
C -0.302 -4.159 1.173
C 0.250 -2.839 -2.836
C -1.375 0.609 -0.229
C 4.303 -1.440 -2.168
H 0.188 -1.746 -2.728
H 5.509 1.841 0.216
H -2.676 2.098 -1.181
H -1.779 1.466 -4.088
H 2.105 -1.309 -2.284
H 3.986 -2.607 0.303
H -1.863 -0.417 2.627
H 1.822 1.819 -1.073
H -0.255 3.940 3.593
H 0.250 -4.647 -1.573
H 5.129 -1.041 -1.579
H 5.216 0.860 -1.214
H -2.231 -2.515 -1.627
H 2.530 2.712 4.206
H -2.237 0.686 0.440
H 1.189 0.419 -3.115
H -0.677 -3.176 -3.307
H 5.281 -2.385 2.280
H -2.192 -5.099 0.746
H -2.874 0.637 4.646
H 1.084 -3.011 -3.526
H -2.436 -0.811 -1.486
H -6.012 5.566 -2.195
H -5.254 3.560 -5.934
H 4.552 -1.244 -3.224
H 1.542 -3.441 -1.229
H -2.544 1.222 2.344
H -0.967 4.874 2.320
H -3.573 -3.268 1.024
H -1.194 2.901 0.855
H 5.623 0.163 0.315
H -0.643 -3.683 2.105
H 1.001 0.492 4.051
H -2.385 -4.081 -0.848
H 3.432 1.149 1.250
H 0.321 2.087 4.245
H 4.220 -1.102 2.885
H 2.795 -2.528 1.590
H 3.034 1.222 3.366
H -0.797 -5.816 -0.149
H 4.193 -2.509 -2.019
H -1.696 1.922 4.667
H -2.768 -1.684 1.051
H -1.030 -6.132 1.599
H -4.257 4.028 -1.075
H -1.946 3.613 3.066
H 0.769 -4.385 1.283
H -1.164 0.222 4.898
H 2.965 0.174 -2.180
H 2.397 2.583 2.403
H 3.022 1.660 -0.377
H 0.515 3.259 1.204
H -3.596 2.070 -4.854
H 5.354 -0.777 1.647
H -4.027 -2.027 -0.143
```

Gap between HOMO and LUMO (spin up / spin down): 5.79 / 5.53 eV
Energy relative to the best compared isomer or geometry (same formula, charge and spin): 61.0 kcal per mole
M: 809.69 g/mol
E_tot: -135662.017 eV
Net charge: +2
LUMO (spin up / spin down): -7.36 / -8.23 eV
Multiplicity: 3



(5)
2 unconnected molecules or ions with the total composition C3H4OS2, computed with ωB97M-V with the def2-TZVPD basis set.

Structure (XYZ):
```
10
Properties=species:S:1:pos:R:3
S -1.544 1.672 0.786
S -1.878 -0.087 -0.560
O -2.646 -1.082 0.083
C -0.494 0.307 0.543
C 1.409 -0.433 -0.721
C 0.873 0.474 0.000
H 2.348 -0.314 -1.246
H 1.264 1.527 0.051
H 1.109 -1.556 -0.860
H -0.439 -0.509 1.925
```

Gap between HOMO and LUMO: 8.76 eV
Energy relative to the best compared isomer or geometry (same formula, charge and spin): 103.2 kcal per mole
M: 120.20 g/mol
E_tot: -26889.415 eV
LUMO: -0.46 eV



(6)
A molecular structure, C24H60BF4N4Na2O8, computed with ωB97M-V with the def2-TZVPD basis set.

Structure (XYZ):
```
103
Properties=species:S:1:pos:R:3
Na -26.002 -4.135 -26.274
Na -27.943 -3.477 -24.239
F -27.315 -4.853 -25.305
F -29.042 -3.699 -25.622
F -28.143 -5.022 -27.261
F -29.266 -5.948 -25.530
O -31.336 -2.623 -28.881
O -33.576 -7.306 -24.532
O -25.141 -4.281 -28.345
O -22.308 -6.703 -24.432
O -25.816 -7.617 -27.134
O -31.448 -0.683 -25.614
O -25.643 -5.779 -22.426
O -31.990 -4.348 -22.182
N -28.346 -5.064 -23.054
N -27.700 -2.912 -29.500
N -24.772 -5.245 -25.487
N -32.500 -4.226 -25.103
C -29.961 -3.147 -28.718
C -31.876 -3.136 -25.790
C -23.795 -4.474 -28.188
C -26.272 -4.719 -21.759
C -24.010 -4.930 -24.310
C -32.283 -6.728 -24.550
C -27.317 -4.333 -29.428
C -21.291 -7.341 -23.690
C -23.301 -6.089 -23.560
C -27.811 -4.859 -21.668
C -32.599 -3.203 -21.589
C -29.761 -5.352 -22.968
C -29.125 -2.720 -29.873
C -26.173 -8.014 -28.464
C -31.891 0.612 -25.037
C -32.144 -1.800 -25.094
C -31.933 -5.542 -25.527
C -25.485 -6.974 -21.679
C -30.609 -4.044 -22.742
C -25.795 -4.454 -29.637
C -34.650 -6.398 -24.359
C -32.090 -2.704 -27.687
C -26.701 -6.688 -26.448
C -25.889 -6.195 -25.245
B -28.483 -4.946 -25.954
H -30.146 -5.572 -23.963
H -27.018 -5.765 -26.933
H -29.973 -3.484 -22.057
H -26.125 -3.827 -22.368
H -23.486 -4.699 -27.167
H -29.393 -1.669 -29.973
H -32.014 -6.496 -23.519
H -25.326 -3.799 -30.372
H -34.697 -5.667 -25.167
H -26.427 -5.808 -24.380
H -34.394 -5.818 -23.472
H -31.881 0.505 -23.952
H -24.173 -5.694 -26.165
H -35.630 -6.864 -24.260
H -31.328 1.532 -25.196
H -30.111 -6.223 -22.414
H -23.331 -4.138 -24.625
H -21.639 -8.326 -23.379
H -24.966 -7.638 -22.370
H -28.228 -3.963 -21.207
H -20.576 -7.451 -24.506
H -25.522 -8.769 -28.907
H -32.326 -2.999 -26.773
H -20.692 -6.746 -23.001
H -33.168 -2.549 -27.737
H -32.968 0.701 -25.181
H -24.140 -6.690 -23.209
H -26.400 -7.440 -21.315
H -33.221 -1.650 -25.170
H -26.158 -7.119 -29.086
H -27.815 -5.832 -23.439
H -24.671 -4.463 -23.579
H -31.952 -3.676 -27.214
H -32.038 -2.936 -20.694
H -25.805 -4.528 -20.793
H -30.606 -3.453 -23.658
H -31.540 -7.503 -24.739
H -29.397 -3.065 -30.871
H -26.916 -2.387 -29.859
H -31.716 -1.894 -27.062
H -27.939 -4.673 -30.256
H -33.623 -3.438 -21.299
H -27.517 -7.348 -26.154
H -25.363 -7.042 -24.807
H -30.850 -3.462 -25.963
H -27.941 -5.744 -21.044
H -29.528 -2.774 -27.791
H -23.555 -5.373 -28.756
H -25.625 -5.482 -29.956
H -27.679 -4.849 -28.538
H -31.927 -1.902 -24.031
H -24.861 -6.840 -20.794
H -30.847 -5.519 -25.614
H -23.353 -3.559 -28.583
H -32.492 -4.121 -24.099
H -32.570 -2.408 -22.335
H -22.912 -5.772 -22.593
H -32.348 -5.772 -26.509
H -30.119 -4.212 -28.545
H -27.192 -8.400 -28.469
```

Gap between HOMO and LUMO: 5.07 eV
Energy relative to the best compared isomer or geometry (same formula, charge and spin): 559.8 kcal per mole
M: 665.55 g/mol
E_tot: -68555.628 eV
Net charge: +1
LUMO: -3.50 eV



(7)
A gas-phase ion, C2H7N2O2 (charge +1), computed with ωB97M-V with the def2-TZVPD basis set.

Structure (XYZ):
```
13
Properties=species:S:1:pos:R:3
O 1.479 1.268 -0.021
O 1.697 -1.048 0.016
N -0.995 -1.401 -0.061
N -1.305 1.031 0.140
C -0.397 -0.116 0.086
C 0.928 0.027 0.066
H -0.641 1.749 0.006
H -1.927 1.086 0.967
H -0.363 -2.081 -0.686
H -2.079 0.920 -0.504
H 2.078 1.327 -0.821
H 2.589 -0.855 -0.077
H -1.066 -1.908 0.889
```

Gap between HOMO and LUMO: 9.89 eV
Energy relative to the best compared isomer or geometry (same formula, charge and spin): 49.9 kcal per mole
M: 91.09 g/mol
E_tot: -9254.610 eV
Net charge: +1
Structure (SMILES): NC([NH3+])=C(O)O
LUMO: -3.60 eV



(8)
2 unconnected molecules or ions with the total composition C2H6IN2O, computed with ωB97M-V with the def2-TZVPD basis set.

Structure (XYZ):
```
12
Properties=species:S:1:pos:R:3
I -3.349 -1.941 0.646
O -1.114 -0.104 -0.638
N -0.517 -0.898 0.344
N 1.739 1.649 0.061
C 1.364 0.785 -0.772
C -1.185 -1.730 0.919
H 0.502 0.919 -1.317
H -2.046 -0.409 -0.825
H 1.061 2.532 0.204
H -0.741 -2.267 1.678
H 1.813 -0.151 -1.060
H 2.475 1.614 0.758
```

Gap between HOMO and LUMO: 8.43 eV
Energy relative to the best compared isomer or geometry (same formula, charge and spin): 62.5 kcal per mole
M: 200.99 g/mol
E_tot: -15289.584 eV
Net charge: +1
LUMO: -4.81 eV



(9)
A molecular structure, C26H45BeBr3KN6O9P, computed with ωB97M-V with the def2-TZVPD basis set.

Structure (XYZ):
```
92
Properties=species:S:1:pos:R:3
Br -2.791 3.044 -3.379
Br 1.356 1.839 -5.689
Br 4.586 -2.991 0.868
K -5.546 1.470 3.331
P 7.956 -2.348 3.226
O -1.533 2.536 4.369
O -3.608 1.001 2.939
O 6.819 -1.393 2.860
O 9.105 -1.517 3.794
O 2.918 0.504 2.279
O 7.481 -3.350 4.278
O 8.426 -3.080 1.970
O -5.342 -0.304 -2.979
O 2.126 0.015 -0.267
N -4.095 -1.896 3.261
N 0.860 -0.282 1.602
N -1.097 0.147 2.877
N -1.425 1.434 2.314
N -0.984 -1.702 1.363
N -2.231 -0.181 -0.134
C -3.268 2.436 1.021
C -0.345 -0.596 1.921
C -0.032 3.560 2.890
C 0.742 0.192 -2.160
C 2.507 -1.057 -3.744
C -1.592 -1.476 0.035
C 4.107 -1.363 -1.694
C -6.454 -0.223 -3.435
C -7.679 -0.540 -2.600
C 0.384 0.065 -3.467
C -3.480 -0.293 -0.923
C -1.904 -2.358 2.305
C -2.848 1.541 2.182
C -6.682 0.202 -4.863
C -0.981 0.643 -3.826
C 1.930 -0.256 -1.622
C 3.549 1.047 3.443
C 5.193 -1.712 -2.725
C 2.831 -0.893 -2.386
C 1.578 0.839 2.220
C -1.034 2.506 3.277
C 5.044 0.827 3.337
C -3.362 -1.938 2.225
C 1.643 -0.983 0.580
C 4.701 -0.179 -0.874
C 1.339 -0.572 -4.316
Be -1.905 4.471 -1.655
H 3.096 0.571 4.327
H 1.067 -1.716 0.028
H 3.302 2.119 3.500
H -1.534 -2.240 3.322
H 4.880 -2.532 -3.375
H -1.189 1.560 -3.219
H 0.054 0.714 -1.499
H -8.321 0.340 -2.531
H -3.838 3.309 1.357
H 5.516 0.620 4.293
H -3.866 1.900 0.287
H -1.751 -0.110 -3.608
H -2.378 2.828 0.526
H 1.240 0.971 3.254
H -3.552 -2.141 4.090
H 6.132 -1.914 -2.212
H -7.193 -0.592 -5.412
H -1.617 0.392 -0.702
H -8.233 -1.366 -3.049
H 3.175 -1.570 -4.420
H 5.233 0.003 2.645
H -3.523 -1.192 -1.533
H 5.753 -0.065 -1.145
H 3.878 -2.289 -1.056
H -7.367 -0.830 -1.598
H 4.226 0.766 -1.141
H 2.497 -1.528 1.027
H 4.684 -0.355 0.196
H -0.645 0.214 3.782
H 1.100 -0.683 -5.356
H -0.798 -1.554 -0.716
H -2.285 -2.275 -0.218
H -0.977 0.926 -4.872
H -4.321 -0.282 -0.211
H 5.503 1.706 2.885
H 1.464 1.750 1.628
H 0.144 3.642 1.820
H 5.376 -0.854 -3.383
H -3.628 0.570 -1.567
H -7.280 1.114 -4.891
H -5.721 0.398 -5.334
H -3.864 -1.699 1.292
H -0.463 4.510 3.210
H -1.836 -3.432 2.103
H 0.895 3.458 3.451
```

Gap between HOMO and LUMO: 2.09 eV
M: 904.48 g/mol
E_tot: -291194.044 eV
Net charge: -2
LUMO: 0.58 eV



Question: Which value of E_tot does entry 7 give?
Answer: -9254.610 eV



Question: Which value of E_tot does entry 9 give?
Answer: -291194.044 eV



What did the third record say?
A gas-phase ion, C3H9N2 (charge +1), computed with ωB97M-V with the def2-TZVPD basis set.

Structure (XYZ):
```
14
Properties=species:S:1:pos:R:3
N 1.192 -2.106 0.927
N -0.161 -0.450 0.114
C -0.695 1.455 -1.325
C 0.755 -0.858 0.940
C -0.683 0.886 0.096
H 0.741 -2.824 0.374
H -0.704 -1.115 -0.427
H -0.056 1.548 0.752
H -1.678 1.435 -1.812
H 1.934 -2.516 1.473
H -0.395 2.506 -1.248
H 1.345 -0.204 1.586
H -1.598 1.217 0.591
H 0.003 1.026 -2.042
```

Gap between HOMO and LUMO: 11.44 eV
Energy relative to the best compared isomer or geometry (same formula, charge and spin): 13.5 kcal per mole
M: 73.12 g/mol
E_tot: -6230.463 eV
Net charge: +1
Structure (SMILES): CCNC=[NH2+]
LUMO: -3.79 eV